Entry 1:
250
Properties=species:S:1:pos:R:3:mulliken_charge:R:1 method="wB97M-V/def2-TZVPD" gap_ev=9.313 total_charge=0 homo_ev=-9.27 e_above_lowest_ev=0.281
C -2.49 5.76 3.50 -0.252
C -2.15 5.40 4.96 -0.646
O -2.38 4.03 5.12 -0.454
O -1.40 5.23 2.71 0.191
H -2.45 6.83 3.31 0.477
H -3.47 5.34 3.34 0.094
H -2.81 5.92 5.61 0.502
H -1.07 5.62 5.08 0.073
H -1.65 3.63 5.59 0.251
H -1.43 5.52 1.78 0.027
C -2.17 -4.52 6.67 -1.002
C -1.89 -3.95 5.35 0.705
O -0.90 -2.93 5.32 0.360
O -2.65 -3.51 7.57 -0.526
H -1.34 -4.92 7.19 0.332
H -2.90 -5.29 6.49 0.551
H -2.83 -3.63 4.95 -0.390
H -1.58 -4.67 4.66 0.082
H -1.29 -2.07 5.53 -0.293
H -3.54 -3.75 7.85 0.280
C 1.56 4.08 4.59 -0.599
C 2.37 4.49 3.39 -0.380
O 1.79 5.29 2.39 -0.367
O 0.45 3.24 4.21 0.060
H 1.18 4.91 5.18 0.317
H 2.14 3.48 5.29 0.377
H 2.74 3.57 2.91 0.008
H 3.28 4.94 3.84 0.404
H 1.31 5.98 2.80 0.288
H -0.07 3.82 3.68 -0.303
C -3.84 2.59 -2.36 3.187
C -3.87 1.45 -3.37 0.173
O -3.24 1.73 -4.55 -0.664
O -4.43 3.81 -2.81 -0.826
H -2.82 2.81 -2.13 -1.422
H -4.40 2.25 -1.49 -1.267
H -4.92 1.14 -3.53 0.196
H -3.40 0.64 -2.76 -0.302
H -2.77 2.55 -4.56 0.333
H -4.56 4.37 -2.04 0.461
C 1.80 -5.78 -5.81 -0.745
C 2.23 -4.90 -4.66 0.263
O 2.62 -5.54 -3.44 -0.574
O 0.62 -6.60 -5.60 -0.520
H 2.67 -6.41 -6.06 0.381
H 1.66 -5.05 -6.65 0.311
H 1.49 -4.19 -4.32 -0.052
H 3.06 -4.35 -5.13 0.359
H 3.49 -6.05 -3.55 0.245
H -0.09 -6.10 -5.28 0.256
C -5.62 5.98 0.45 -0.409
C -6.71 5.48 1.35 -0.646
O -6.39 4.41 2.21 -0.505
O -4.89 4.94 -0.24 -0.067
H -4.86 6.49 1.05 0.234
H -6.02 6.66 -0.31 0.379
H -7.58 5.20 0.72 0.319
H -7.05 6.30 2.01 0.382
H -6.88 3.58 1.98 0.274
H -4.38 4.42 0.43 -0.113
C -2.39 -1.93 -4.28 0.004
C -1.69 -3.28 -4.19 -0.700
O -0.50 -3.09 -3.41 0.459
O -1.59 -0.96 -5.03 -0.565
H -2.39 -1.62 -3.20 -0.161
H -3.37 -1.96 -4.76 0.438
H -1.61 -3.70 -5.20 0.331
H -2.36 -4.00 -3.60 0.323
H -0.45 -3.94 -2.99 -0.445
H -2.00 -0.09 -4.90 0.199
C -3.70 -1.97 2.33 2.344
C -5.04 -1.96 2.97 -1.140
O -5.32 -0.71 3.56 -0.719
O -3.81 -1.42 0.98 -0.895
H -3.35 -2.98 2.28 -0.453
H -3.01 -1.42 2.96 -1.081
H -5.08 -2.75 3.77 0.355
H -5.82 -2.15 2.25 0.447
H -5.33 0.07 2.95 0.501
H -2.98 -0.96 0.91 -0.459
C 0.23 -4.27 1.40 2.442
C -0.92 -5.11 1.77 0.106
O -0.79 -5.84 2.98 -0.672
O 1.32 -5.03 0.92 -0.614
H 0.58 -3.63 2.25 -0.326
H 0.09 -3.53 0.65 -1.036
H -1.10 -5.81 1.00 -0.226
H -1.82 -4.48 1.87 -0.424
H -0.15 -6.58 2.94 0.328
H 1.09 -5.20 0.00 0.293
C 3.03 4.69 -6.11 -0.575
C 3.15 5.17 -4.69 -0.444
O 1.87 5.40 -4.05 -0.448
O 2.26 3.40 -6.20 -0.709
H 4.06 4.54 -6.37 0.344
H 2.55 5.38 -6.78 0.438
H 3.56 6.21 -4.80 0.353
H 3.73 4.50 -4.12 0.174
H 1.17 4.77 -4.24 0.081
H 2.52 2.86 -5.45 -0.051
C -1.32 5.93 -3.77 -0.516
C -1.11 5.10 -5.01 -0.848
O -0.54 3.85 -4.60 -0.285
O -2.16 5.36 -2.79 -0.574
H -1.68 6.98 -4.11 0.245
H -0.31 6.08 -3.42 0.350
H -0.38 5.67 -5.56 0.373
H -1.92 4.91 -5.76 0.454
H -0.38 3.28 -5.37 0.028
H -2.92 4.80 -3.08 0.502
C 5.74 -3.39 3.27 -0.816
C 4.81 -4.31 2.53 0.197
O 3.68 -3.75 1.83 -0.280
O 6.66 -2.80 2.44 -0.638
H 6.36 -4.01 3.90 0.472
H 5.20 -2.67 3.84 0.292
H 4.42 -4.92 3.38 -0.284
H 5.44 -4.96 1.85 0.336
H 3.10 -4.40 1.46 0.131
H 6.27 -2.07 1.96 0.471
C 4.56 0.19 0.96 -0.427
C 3.23 -0.30 1.56 0.320
O 2.59 -1.40 0.89 1.719
O 5.55 -0.83 0.90 -0.756
H 4.93 0.99 1.59 0.553
H 4.36 0.60 -0.08 -0.164
H 2.50 0.53 1.44 -0.335
H 3.50 -0.56 2.68 -0.232
H 2.96 -2.28 1.22 -0.615
H 5.34 -1.49 0.23 0.220
C -3.43 -0.17 7.48 -1.053
C -3.22 0.31 6.09 0.394
O -3.17 -0.76 5.20 0.135
O -2.20 -0.74 7.98 -0.616
H -4.30 -0.86 7.55 0.295
H -3.64 0.75 8.07 0.410
H -2.23 0.83 6.05 -0.094
H -4.10 0.95 5.81 0.273
H -3.95 -0.82 4.64 0.030
H -2.34 -1.70 7.65 0.291
C -0.74 -7.57 -2.76 -0.799
C -0.07 -6.90 -1.46 -0.389
O 0.52 -5.71 -1.75 -0.253
O -1.46 -6.61 -3.53 -0.428
H -1.38 -8.45 -2.52 0.460
H 0.06 -7.82 -3.45 0.267
H 0.69 -7.56 -1.08 0.442
H -0.80 -6.78 -0.70 0.210
H 1.41 -5.85 -2.15 0.068
H -2.40 -6.74 -3.41 0.260
C -2.59 1.82 2.12 1.938
C -3.93 2.36 2.54 0.040
O -5.03 1.63 2.01 -0.138
O -2.53 1.73 0.70 1.520
H -2.50 0.79 2.53 -1.064
H -1.82 2.50 2.51 0.270
H -4.00 3.41 2.28 -1.359
H -4.03 2.30 3.70 0.072
H -4.84 1.37 1.10 0.203
H -1.87 0.99 0.57 -1.105
C 9.35 1.22 -5.44 -0.349
C 8.80 1.78 -4.13 -0.519
O 7.36 1.52 -4.02 -0.311
O 9.46 -0.19 -5.41 -0.530
H 10.34 1.62 -5.64 0.365
H 8.63 1.60 -6.20 0.234
H 8.87 2.84 -4.11 0.361
H 9.36 1.43 -3.28 0.286
H 7.19 0.76 -3.48 0.156
H 8.60 -0.62 -5.40 0.307
C -6.65 0.72 -0.81 -0.766
C -7.43 1.75 -0.04 -0.081
O -7.69 1.37 1.30 -0.692
O -5.30 0.43 -0.40 0.127
H -6.62 0.95 -1.87 0.299
H -7.21 -0.22 -0.72 0.434
H -8.37 1.80 -0.57 0.543
H -6.86 2.72 -0.19 -0.175
H -6.83 1.26 1.70 0.436
H -5.12 -0.39 0.06 0.051
C 1.27 -0.15 -5.82 -0.415
C 0.37 0.50 -6.88 -0.730
O 0.09 1.89 -6.65 -0.468
O 0.74 0.20 -4.54 0.953
H 2.27 0.27 -5.92 0.365
H 1.33 -1.23 -6.01 0.238
H -0.57 -0.03 -6.85 0.206
H 0.74 0.35 -7.91 0.424
H 0.91 2.47 -6.79 0.330
H -0.03 -0.40 -4.40 -0.445
C -0.15 -0.15 3.62 1.675
C 1.19 -0.79 4.13 0.577
O 2.14 0.21 4.58 -0.625
O 0.12 0.69 2.56 -0.278
H -0.77 0.30 4.42 -0.531
H -0.79 -1.00 3.23 -0.640
H 1.69 -1.27 3.29 -1.218
H 1.01 -1.61 4.82 0.450
H 2.07 0.17 5.55 0.352
H 0.55 1.46 2.99 -0.426
C 0.17 5.45 -0.32 -1.211
C 0.28 4.00 -0.14 1.245
O -0.24 3.26 -1.22 1.546
O -1.10 6.05 -0.16 -0.701
H 0.63 5.59 -1.33 0.148
H 0.84 5.89 0.40 0.610
H -0.22 3.73 0.80 -0.884
H 1.33 3.80 0.10 0.225
H 0.38 3.37 -1.97 -1.082
H -1.65 5.98 -0.92 0.321
C -0.01 -0.22 -1.20 1.061
C -0.36 -1.46 -0.42 -0.085
O -1.07 -1.06 0.81 3.716
O -1.27 0.40 -1.41 0.220
H 0.52 -0.50 -2.12 0.242
H 0.59 0.52 -0.60 -0.516
H 0.52 -2.11 -0.23 -1.108
H -1.16 -2.08 -0.89 0.522
H -0.57 -0.37 1.29 -1.232
H -1.07 1.30 -1.74 -1.083
C 2.66 1.48 -2.49 1.286
C 4.05 2.04 -2.58 -1.144
O 4.33 2.10 -3.97 -0.566
O 1.81 2.42 -3.15 1.186
H 2.48 1.43 -1.40 -0.748
H 2.59 0.52 -3.00 -0.102
H 4.76 1.34 -2.14 0.484
H 4.17 2.91 -1.99 0.390
H 5.31 2.21 -4.15 0.290
H 1.17 1.89 -3.70 -0.677
C 4.25 -2.73 -1.69 1.772
C 5.17 -2.39 -2.79 -1.137
O 6.10 -1.35 -2.60 -0.415
O 5.10 -3.22 -0.67 -0.571
H 3.60 -3.55 -2.10 -0.597
H 3.57 -1.98 -1.35 -0.285
H 4.59 -2.12 -3.68 0.343
H 5.63 -3.33 -2.95 0.508
H 6.64 -1.52 -1.83 0.317
H 4.66 -3.33 0.20 0.118
C 1.58 -5.93 5.62 -0.219
C 2.03 -4.47 5.60 0.428
O 1.53 -3.62 6.57 -0.638
O 2.22 -6.61 4.51 -0.572
H 0.50 -5.97 5.41 -0.017
H 1.79 -6.51 6.54 0.239
H 1.84 -4.13 4.65 -0.256
H 3.12 -4.48 5.75 0.405
H 0.51 -3.47 6.34 0.173
H 3.17 -6.52 4.57 0.294

Entry 2:
89
Properties=species:S:1:pos:R:3:mulliken_charge:R:1 method="wB97M-V/def2-TZVPD" gap_ev="5.725 / 4.624" total_charge=+1 homo_ev="-9.87 / -10.61" spin_multiplicity=5
Ru -1.03 -0.33 -0.64 -0.044
Cl -3.75 2.31 7.75 -0.192
C -3.52 1.76 6.13 0.314
C -2.27 1.86 5.55 -0.841
C -2.09 1.41 4.25 0.084
C -3.15 0.85 3.53 -0.759
C -4.40 0.77 4.13 -0.024
C -4.59 1.22 5.43 -0.824
C -2.82 0.38 2.15 1.291
C -2.39 -0.93 1.99 0.108
C -2.45 -1.94 3.03 -1.112
C -1.90 -3.05 2.53 -1.230
C -1.47 -2.74 1.18 0.300
C -0.69 -3.59 0.38 0.790
C -0.21 -4.87 1.00 -0.600
C -0.94 -6.05 0.99 0.000
C -0.44 -7.19 1.60 -0.881
C 0.80 -7.15 2.23 0.333
Cl 1.41 -8.56 3.00 -0.192
C 1.54 -5.97 2.25 -0.959
C 1.04 -4.84 1.63 0.212
C -0.17 -3.25 -0.86 0.161
N -0.22 -2.01 -1.44 0.362
C 0.63 -2.04 -2.50 0.137
C 1.04 -0.92 -3.26 1.378
C 2.27 -1.08 -4.09 -0.839
C 3.48 -0.69 -3.51 0.001
C 4.67 -0.86 -4.18 -0.843
C 4.66 -1.43 -5.45 0.298
Cl 6.15 -1.68 -6.28 -0.194
C 3.47 -1.80 -6.05 -0.835
C 2.27 -1.63 -5.36 0.112
C 0.46 0.34 -3.18 0.073
C 0.82 1.46 -4.03 -1.332
C 0.02 2.49 -3.69 -1.175
C -0.81 2.02 -2.60 0.301
N -0.54 0.71 -2.33 0.166
C -1.69 2.83 -1.87 0.827
C -2.36 2.43 -0.71 0.327
C -3.19 3.31 0.09 -1.190
C -3.46 2.65 1.24 -1.119
C -2.83 1.35 1.13 -0.036
N -2.20 1.23 -0.07 0.359
C -1.80 4.27 -2.26 -0.611
C -0.99 5.20 -1.62 0.231
C -1.07 6.55 -1.95 -0.942
C -1.98 6.96 -2.91 0.372
Cl -2.11 8.63 -3.30 -0.192
C -2.78 6.04 -3.57 -0.900
C -2.69 4.69 -3.24 0.016
C 1.18 -3.37 -2.65 -0.917
C 0.69 -4.12 -1.65 -1.276
N -1.81 -1.46 0.87 0.193
H -1.44 2.28 6.11 0.428
H -1.11 1.48 3.78 0.529
H -5.23 0.35 3.58 0.521
H -5.56 1.16 5.89 0.445
H -2.87 -1.77 4.01 0.520
H -1.77 -4.02 3.00 0.521
H -1.91 -6.08 0.50 0.513
H -1.00 -8.11 1.59 0.432
H 2.50 -5.95 2.74 0.427
H 1.61 -3.92 1.64 0.610
H 3.47 -0.24 -2.52 0.569
H 5.61 -0.57 -3.73 0.428
H 3.47 -2.22 -7.04 0.440
H 1.34 -1.92 -5.83 0.507
H 1.58 1.44 -4.80 0.507
H 0.00 3.48 -4.10 0.527
H -3.51 4.30 -0.19 0.567
H -4.04 2.99 2.08 0.571
H -0.29 4.87 -0.86 0.561
H -0.44 7.27 -1.45 0.420
H -3.48 6.37 -4.32 0.430
H -3.31 3.97 -3.75 0.513
H 1.86 -3.67 -3.43 0.540
H 0.87 -5.16 -1.44 0.568
Te 1.13 0.33 0.72 0.443
C 2.92 0.82 1.82 0.352
C 2.81 1.40 3.08 -0.261
C 3.96 1.72 3.78 -0.678
C 5.21 1.47 3.23 -0.466
C 5.31 0.90 1.97 -0.632
C 4.16 0.57 1.26 -0.439
H 1.84 1.59 3.51 0.366
H 3.88 2.17 4.76 0.400
H 6.11 1.73 3.78 0.389
H 6.28 0.70 1.53 0.393
H 4.24 0.12 0.28 0.356

Entry 3:
89
Properties=species:S:1:pos:R:3:mulliken_charge:R:1 method="wB97M-V/def2-TZVPD" gap_ev=5.891 total_charge=+1 homo_ev=-9.97
W 0.00 -0.04 -0.35 0.634
C -6.19 -1.52 4.04 -0.442
C -5.58 -0.31 4.35 -0.832
C -4.44 0.08 3.67 0.065
C -3.90 -0.73 2.67 -1.138
C -4.51 -1.94 2.38 -0.106
C -5.65 -2.34 3.05 -0.838
C -2.66 -0.34 1.94 1.795
C -2.67 0.74 1.07 1.034
C -3.83 1.55 0.88 -1.462
C -3.52 2.49 -0.04 -1.507
C -2.18 2.25 -0.46 0.637
C -1.61 2.94 -1.51 1.615
C -2.37 4.05 -2.15 -0.911
C -2.59 5.24 -1.46 0.062
C -3.31 6.27 -2.06 -0.865
C -3.80 6.11 -3.35 -0.388
C -3.58 4.93 -4.04 -0.891
C -2.87 3.90 -3.44 0.003
C -0.36 2.64 -2.03 0.698
N 0.45 1.64 -1.55 0.237
C 1.65 1.76 -2.23 0.434
C 2.84 1.15 -1.88 1.966
C 4.02 1.40 -2.77 -0.991
C 5.06 2.22 -2.34 0.094
C 6.14 2.46 -3.17 -0.876
C 6.19 1.88 -4.43 -0.397
C 5.16 1.06 -4.86 -0.869
C 4.07 0.82 -4.03 0.033
C 3.01 0.41 -0.72 0.610
C 4.27 -0.11 -0.29 -1.530
C 4.04 -0.79 0.86 -1.346
C 2.64 -0.72 1.13 0.439
N 2.01 0.06 0.16 -0.168
C 2.02 -1.47 2.11 1.739
C 0.64 -1.51 2.31 0.499
C 0.01 -2.19 3.40 -1.547
C -1.32 -1.92 3.33 -1.572
C -1.50 -1.05 2.22 0.512
N -0.31 -0.84 1.57 -0.325
C 2.86 -2.30 3.02 -0.804
C 2.82 -3.69 2.87 0.185
C 3.60 -4.50 3.68 -0.939
C 4.42 -3.93 4.64 -0.454
C 4.46 -2.55 4.79 -0.846
C 3.69 -1.73 3.98 0.061
C 1.54 2.80 -3.20 -1.419
C 0.31 3.36 -3.06 -1.541
N -1.63 1.18 0.26 -0.145
H -7.08 -1.83 4.57 0.399
H -5.99 0.32 5.13 0.403
H -3.95 1.02 3.92 0.513
H -4.08 -2.58 1.61 0.538
H -6.12 -3.28 2.81 0.423
H -4.77 1.40 1.38 0.551
H -4.16 3.27 -0.43 0.511
H -2.20 5.37 -0.46 0.470
H -3.47 7.20 -1.53 0.406
H -4.36 6.91 -3.82 0.405
H -3.97 4.80 -5.04 0.405
H -2.70 2.98 -3.97 0.472
H 5.01 2.68 -1.36 0.492
H 6.94 3.11 -2.84 0.409
H 7.04 2.07 -5.08 0.404
H 5.20 0.60 -5.84 0.410
H 3.27 0.18 -4.36 0.473
H 5.19 0.01 -0.82 0.543
H 4.75 -1.34 1.46 0.517
H 0.53 -2.78 4.14 0.540
H -2.10 -2.23 4.00 0.557
H 2.18 -4.12 2.11 0.494
H 3.57 -5.57 3.55 0.423
H 5.03 -4.56 5.28 0.392
H 5.10 -2.11 5.55 0.410
H 3.73 -0.66 4.09 0.486
H 2.33 3.10 -3.87 0.509
H -0.08 4.22 -3.58 0.523
Cl -2.79 -6.52 -1.40 -0.196
C -1.83 -5.08 -1.35 0.428
C -2.45 -3.85 -1.49 -0.853
C -1.64 -2.74 -1.43 1.252
Cl -2.26 -1.11 -1.49 -0.118
C -0.26 -2.80 -1.28 -0.880
O 0.45 -1.65 -1.23 -0.541
C 0.33 -4.05 -1.14 0.542
Cl 2.03 -4.17 -0.91 -0.138
C -0.46 -5.19 -1.18 -0.788
H -3.52 -3.76 -1.61 0.522
H 0.00 -6.16 -1.07 0.490

| no. | E (eV) |
| --- | --- |
| 1 | -156647.260 |
| 2 | -118240.480 |
| 3 | -99735.386 |